# C24H34BrIN7O6PS2V

A molecular structure, C24H34BrIN7O6PS2V (ωB97M-V with the def2-TZVPD basis set, the Open Molecules 2025 dataset).

Cartesian coordinates (Å):
V (0.8835, -0.5066, 0.0732)
C (0.1974, 4.1947, -3.0162)
C (0.7589, 2.9918, -2.3199)
C (2.1362, 2.6867, -2.3752)
C (2.6842, 1.5773, -1.7497)
C (1.7400, 0.8278, -1.0813)
Br (3.1904, -1.1510, 0.1694)
N (0.4925, 1.0882, -1.0184)
C (-0.0811, 2.1453, -1.6137)
H (0.9587, 4.9581, -3.1616)
H (-0.6275, 4.6255, -2.4497)
H (-0.1857, 3.9110, -3.9986)
H (2.7882, 3.3548, -2.9253)
H (3.7343, 1.3307, -1.7738)
H (-1.1464, 2.2913, -1.5179)
O (1.0373, -0.0415, 3.7996)
C (1.1450, 0.7087, 2.8849)
O (0.8417, 0.2479, 1.6017)
C (1.5040, 2.1398, 2.9136)
C (2.1941, 2.6169, 4.0243)
C (2.5403, 3.9567, 4.0879)
C (2.1711, 4.7805, 3.0414)
C (1.4669, 4.3318, 1.9386)
C (1.1381, 2.9916, 1.8733)
N (2.5414, 6.2179, 3.0993)
O (3.0686, 6.6100, 4.1134)
O (2.2765, 6.8901, 2.1258)
H (2.4596, 1.9409, 4.8256)
H (3.0835, 4.3662, 4.9269)
H (1.1828, 5.0316, 1.1661)
H (0.5579, 2.6163, 1.0419)
C (-4.1659, -1.3068, -5.0509)
O (-3.9777, -1.2749, -3.6105)
C (-3.0861, -0.4685, -3.1262)
S (-2.0018, 0.4935, -3.9508)
S (-2.8141, -0.3080, -1.4788)
H (-4.9313, -2.0552, -5.2186)
H (-3.2341, -1.5861, -5.5382)
H (-4.5011, -0.3300, -5.3918)
C (-1.8358, -4.7834, 0.1492)
N (-1.3138, -3.7450, -0.7465)
C (-1.8773, -3.7882, -2.1070)
P (0.1567, -3.0875, -0.5877)
O (0.2296, -1.7084, -1.2879)
N (0.3214, -2.4970, 1.0098)
C (-0.9663, -2.0379, 1.6193)
C (1.1822, -3.1802, 1.9999)
N (1.3915, -4.0026, -1.0626)
C (1.4572, -5.4080, -0.6403)
C (2.4079, -3.6145, -2.0491)
H (-2.8974, -4.6041, 0.3189)
H (-1.3250, -4.7691, 1.1106)
H (-1.7131, -5.7756, -0.2895)
H (-2.9578, -3.6697, -2.0336)
H (-1.6492, -4.7362, -2.5986)
H (-1.4866, -2.9628, -2.6999)
H (-1.5762, -1.5148, 0.8787)
H (-0.7397, -1.3647, 2.4398)
H (-1.5387, -2.8807, 2.0022)
H (2.0998, -3.5147, 1.5255)
H (0.6543, -4.0292, 2.4379)
H (1.4253, -2.4696, 2.7876)
H (0.6832, -5.6368, 0.0909)
H (2.4254, -5.6048, -0.1793)
H (1.3321, -6.0685, -1.4989)
H (2.2773, -2.5782, -2.3424)
H (2.3079, -4.2501, -2.9297)
H (3.4027, -3.7437, -1.6244)
I (-2.8898, 5.1811, 0.7290)
C (-2.4418, 3.4793, 1.7978)
C (-2.1653, 3.3612, 3.1390)
N (-1.8718, 2.0613, 3.3471)
N (-1.9385, 1.3212, 2.2290)
C (-2.3054, 2.1777, 1.2877)
H (-2.1587, 4.0878, 3.9339)
H (-1.6460, 1.6229, 4.2247)
H (-2.4808, 1.8385, 0.2790)

Forces on the atoms, in the same order (eV/Å):
V 0.6 -0.2 0.0
C 0.0 0.0 0.0
C 0.0 0.0 0.0
C 0.0 0.0 0.0
C 0.0 0.0 0.0
C -0.1 0.1 0.1
Br -0.2 0.0 0.1
N -0.1 -0.1 -0.2
C 0.0 0.0 0.0
H 0.0 0.0 0.0
H 0.0 0.0 0.0
H 0.0 0.0 0.0
H 0.0 0.0 0.0
H 0.0 0.0 0.0
H 0.0 0.0 0.0
O 0.2 -0.1 -0.1
C -0.5 0.2 0.3
O 0.0 -0.1 -0.7
C 0.1 -0.1 -0.1
C 0.0 0.0 0.0
C 0.0 0.0 0.0
C 0.0 0.0 0.0
C 0.0 0.0 0.0
C 0.0 0.0 0.0
N -0.1 0.1 0.0
O 0.0 0.0 0.0
O 0.0 0.0 0.0
H 0.0 0.0 0.0
H 0.0 0.0 0.0
H 0.0 0.0 0.0
H 0.0 0.0 0.0
C 0.0 0.0 0.0
O 0.0 0.1 0.0
C 0.1 -0.1 0.0
S 0.0 0.0 0.0
S -0.1 0.0 0.0
H 0.0 0.0 0.0
H 0.0 0.0 0.0
H 0.0 0.0 0.0
C 0.0 0.0 0.0
N 0.1 -0.1 0.0
C 0.0 0.0 0.0
P -0.1 0.1 0.1
O 0.1 0.3 0.2
N -0.2 -0.1 0.1
C 0.0 0.0 0.1
C 0.0 0.0 0.0
N 0.0 0.0 0.0
C 0.0 0.0 0.0
C 0.0 0.0 0.0
H 0.0 0.0 0.0
H 0.0 0.0 0.0
H 0.0 0.0 0.0
H 0.0 0.0 0.0
H 0.0 0.0 0.0
H 0.0 0.0 0.0
H 0.0 0.0 0.0
H 0.0 0.0 0.0
H 0.0 0.0 0.0
H 0.0 0.0 0.0
H 0.0 0.0 0.0
H 0.0 0.0 0.0
H 0.0 0.0 0.0
H 0.0 0.0 0.0
H 0.0 0.0 0.0
H 0.0 0.0 0.0
H 0.0 0.0 0.0
H 0.0 0.0 0.0
I 0.0 0.0 0.0
C 0.0 0.0 0.0
C 0.0 0.0 0.0
N 0.1 0.0 0.0
N -0.1 -0.1 0.1
C 0.1 0.0 0.0
H 0.0 0.0 0.0
H 0.0 0.0 0.0
H 0.0 0.0 0.0

HOMO level (alpha / beta) ... -13.2 / -13.2 eV
Kohn-Sham gap (alpha / beta) ... 0.204 / 0.204 Eh
2S+1 ... 2
Energy above the lowest of the compared OMol25 structures with the same formula, charge and spin ... 297.11 kJ/mol
Largest force on an atom ... 0.71 eV/Å
Expectation value of S² ... 0.76
Total energy ... -182929.60546 eV
Total charge ... +2